ORCA calculation (ωB97M-V/def2-TZVPD) on one molecule with the formula C18H18N4OS at a distorted geometry.

Each line ends with the Löwdin charge.
Element x y z (Å)
C: 2.50384 2.74352 -4.87992  0.125
C: 2.13268 2.81837 -3.72977  -0.109
N: 0.26869 0.88141 -2.35793  0.165
N: -1.15403 0.55381 -0.48780  0.178
O: 1.89439 -2.29091 -2.45316  -0.032
S: 1.24561 3.86813 0.06519  0.970
C: 1.95962 4.04513 -1.53809  -0.334
C: 1.70358 2.99156 -2.38989  -0.266
C: -0.58717 0.14869 -1.66041  -0.341
C: 0.75026 1.99248 -1.78417  -0.247
C: -0.56547 1.52514 0.17912  -0.397
C: -1.75350 -1.46404 4.85019  -0.118
C: -0.53913 -1.75986 4.27283  -0.042
C: -2.42150 -0.21086 4.81785  -0.035
C: 0.10677 -0.61889 3.59055  -0.011
C: -1.67479 0.83599 4.18004  -0.058
C: 0.39814 2.35587 -0.47029  -0.339
C: -0.46769 0.65127 3.50350  -0.194
N: -1.00221 1.62780 1.38926  0.050
N: -0.98897 -1.13600 -2.08589  0.063
C: -0.09490 1.79671 2.50589  -0.124
C: 0.35287 -3.66793 -1.44946  -0.060
C: -0.44860 -2.01187 -3.17923  -0.116
C: 0.67875 -2.96726 -2.72317  -0.450
H: 2.91459 2.65681 -5.88627  0.038
H: 2.00164 -1.59483 -3.13496  0.099
H: 2.25143 5.08200 -1.79595  0.090
H: -2.31864 -2.23717 5.25903  0.073
H: 0.01073 -2.65386 4.28569  0.081
H: -3.43575 -0.11334 5.25121  0.109
H: 1.02915 -0.91323 3.13630  0.092
H: -2.10836 1.77090 3.97325  0.089
H: -1.86563 1.14044 1.44754  0.135
H: -1.58028 -1.56780 -1.45418  0.083
H: -0.10906 2.82154 2.85107  0.104
H: 0.95129 1.85108 2.12042  0.116
H: 1.18558 -4.21769 -1.00650  0.087
H: 0.12606 -3.00451 -0.58755  0.085
H: -0.58586 -4.18709 -1.57988  0.080
H: -0.10357 -1.33293 -4.03068  0.140
H: -1.31302 -2.61046 -3.47546  0.115
H: 0.65244 -3.59812 -3.53832  0.105

Summary:
Net charge ... 0
LUMO ... 0.317 eV
Kohn-Sham gap ... 8.2 eV
Spin multiplicity ... 1

=====

ORCA calculation (ωB97M-V/def2-TZVPD) on one molecule with the formula C18H18N6O2 at a distorted geometry.

Each line ends with the Löwdin charge.
Element x y z (Å)
O: -6.42959 -3.16649 1.96509  0.057
N: 1.40013 4.64989 -0.03990  0.129
N: -0.32770 2.86798 0.06940  0.154
N: 1.90598 1.05659 -0.33267  0.179
O: -4.21088 -1.81456 -0.64853  -0.001
C: -5.42040 -2.82104 1.33743  -0.325
C: 2.69587 4.54898 -0.08161  -0.161
C: -0.44828 1.52273 0.09445  -0.060
C: 1.04332 3.30850 -0.02460  -0.276
C: 0.64550 0.63742 -0.22379  -0.313
C: 2.07660 2.41891 -0.27626  -0.191
C: -0.54221 -2.38278 1.47845  -0.022
C: -1.89644 -1.40386 -0.30570  0.041
C: -1.74286 -2.95133 1.89994  -0.046
C: -3.07546 -2.05580 0.05250  -0.207
C: -0.64117 -1.45208 0.39881  -0.208
C: -2.96448 -2.74614 1.28121  -0.145
N: 0.49123 -0.72389 -0.14043  0.076
N: -4.16983 -3.39410 1.71813  -0.037
N: 3.16589 3.30482 -0.40138  -0.021
C: -5.47710 -2.14082 -0.06890  -0.049
C: -4.05213 -4.62062 2.52904  -0.030
C: 4.58113 3.04744 -0.42618  -0.137
C: 4.25213 2.88970 -3.04174  -0.115
C: 4.68507 1.53469 -2.53173  -0.156
C: 5.13999 2.75647 -1.78885  -0.283
H: 3.24542 5.48203 -0.06435  0.134
H: -1.44139 1.13310 0.23316  0.092
H: 0.49416 -2.66767 1.86218  0.134
H: -2.00226 -0.82684 -1.24443  0.138
H: -1.63716 -3.45597 2.84126  0.106
H: 1.41476 -1.06859 0.16156  0.141
H: -6.15258 -2.71586 -0.76460  0.149
H: -6.11903 -1.24718 -0.08367  0.130
H: -4.97367 -5.19045 2.61751  0.084
H: -3.86894 -4.31157 3.57317  0.094
H: -3.22297 -5.25958 2.15203  0.104
H: 4.75781 2.19641 0.23329  0.127
H: 5.09224 3.94420 0.03754  0.140
H: 3.13660 2.95352 -3.11114  0.116
H: 4.85352 3.14986 -3.95767  0.106
H: 3.91660 0.83922 -2.06216  0.111
H: 5.62480 1.18223 -3.03958  0.111
H: 6.19778 2.99250 -1.87627  0.130

Summary:
Net charge ... 0
LUMO ... 0.275 eV
Kohn-Sham gap ... 8.1 eV
Spin multiplicity ... 1

=====

ORCA calculation (ωB97M-V/def2-TZVPD) on an isolated ion of composition C18H18NO and charge +1 at a distorted geometry.

Each line ends with the Löwdin charge.
Element x y z (Å)
O: -0.78152 0.83946 -1.60940  0.140
C: 0.07887 -0.41335 0.07486  0.097
C: 0.03459 -0.20575 -1.30202  -0.135
C: -0.69391 0.57355 0.73253  -0.182
C: 0.04800 -0.99943 -3.67243  0.070
C: 1.81319 -1.76162 -2.20486  -0.065
C: 0.07664 1.77922 2.67368  0.019
C: -1.81747 0.14301 2.78269  0.032
C: 0.67276 -1.78745 -4.78264  0.021
C: 2.40436 -2.45202 -3.17340  -0.049
C: -0.02841 1.81905 4.08672  -0.036
C: -2.06561 0.45791 4.15999  0.038
C: 0.74396 -0.90905 -2.40570  -0.136
C: -0.79594 0.85008 2.09930  -0.225
C: 1.79866 -2.51044 -4.42222  -0.257
C: -1.09900 1.30088 4.82878  -0.223
N: -1.09619 1.35076 -0.25646  0.005
C: 2.48957 -3.37221 -5.53400  -0.046
C: -1.24655 1.91059 6.23906  -0.046
C: -1.56800 2.75989 -0.24199  0.044
H: 0.71755 -1.13431 0.60872  0.148
H: -0.84984 -0.54472 -3.78508  0.067
H: 2.15093 -1.76085 -1.17241  0.120
H: 0.89321 2.16405 2.08870  0.124
H: -2.53896 -0.49313 2.25352  0.129
H: 0.30934 -1.91767 -5.82370  0.122
H: 3.41304 -2.86528 -2.92339  0.149
H: 0.75651 2.40703 4.61951  0.132
H: -2.81777 0.07531 4.62709  0.047
H: 3.44401 -2.88637 -5.90710  0.095
H: 2.86419 -4.38348 -5.26272  0.083
H: 1.81781 -3.37698 -6.46514  0.091
H: -0.51987 1.28383 6.81749  0.097
H: -1.09021 3.04295 6.33819  0.112
H: -2.23701 1.65617 6.64268  0.075
H: -0.76186 3.48959 -0.36411  0.104
H: -2.18076 3.09736 0.66105  0.134
H: -2.33828 2.77343 -1.02579  0.103

Summary:
Net charge ... +1
LUMO ... -3.839 eV
Kohn-Sham gap ... 8.2 eV
Spin multiplicity ... 1

=====

ORCA calculation (ωB97M-V/def2-TZVPD) on C18H19BIrN6 as an isolated structure at a distorted geometry.

Each line ends with the Löwdin charge.
Element x y z (Å)
C: -1.49764 1.73620 1.47357  -0.063
N: -1.00566 1.13102 0.35101  -0.184
N: -1.92394 0.14858 -0.04092  -0.014
C: -3.06780 0.35433 0.65197  0.007
C: -2.82511 1.30231 1.63637  0.017
B: -1.77880 -0.95137 -1.12659  -0.378
N: -1.06046 -0.12132 -2.26101  0.065
N: -0.14867 0.92117 -2.12865  -0.065
C: 0.11486 1.43948 -3.35656  0.004
C: -0.64458 0.71784 -4.28164  0.157
C: -1.36850 -0.22854 -3.57301  0.112
Ir: 0.79465 1.63506 -0.39106  1.358
N: -1.44321 -2.51573 -0.72418  0.010
N: -0.25301 -2.98282 -0.20143  0.125
C: -0.35274 -4.29000 0.05228  -0.032
C: -1.65393 -4.74906 -0.34038  0.135
C: -2.28430 -3.61215 -0.85053  0.080
H: 0.46504 -4.88155 0.46982  0.145
H: -3.25966 -3.48298 -1.28009  0.153
H: -2.04046 -5.74739 -0.23189  0.151
H: -2.91481 -1.12646 -1.51893  0.130
H: -2.16449 -0.89455 -3.84135  0.171
H: -3.95608 -0.21910 0.40725  0.155
H: -0.63643 0.87092 -5.33759  0.160
H: -3.48773 1.59400 2.43022  0.129
H: 0.91292 2.17295 -3.50976  0.156
H: -0.84114 2.39270 2.06512  0.123
H: 2.04303 0.04177 -1.01393  0.104
C: 2.48128 1.07100 -1.29040  -0.196
H: 2.63605 1.06233 -2.36908  0.073
H: 1.97667 2.25908 -1.09238  0.005
H: 3.44721 1.12096 -0.77450  0.079
C: 1.81237 1.92844 1.12907  -0.150
C: 2.22735 1.87126 2.31510  0.056
C: 2.92657 1.67217 3.52612  -0.166
C: 3.92873 0.66420 3.69058  0.134
C: 5.05364 0.98014 4.45222  0.094
C: 5.10235 2.17813 5.18497  0.076
C: 3.91655 2.91600 5.34283  0.110
C: 2.77662 2.58640 4.60490  0.136
H: 3.84008 -0.31453 3.20842  0.168
H: 5.91532 0.31225 4.46898  0.165
H: 6.03067 2.50499 5.66794  0.163
H: 3.90243 3.76450 6.02981  0.169
H: 1.81242 3.06050 4.82106  0.174

Summary:
Net charge ... +4
⟨S²⟩ ... 8.83
LUMO (alpha / beta) ... -12.774 / -16.135 eV
Kohn-Sham gap (alpha / beta) ... 7.8 / 4.4 eV
Spin multiplicity ... 6

=====

In the order shown, the computed relative energy (zero: lowest compared OMol25 entry of this formula, charge and spin) values come out to 112.99, 42.07, 69.83, 47.83 kcal per mole.
In the order shown, the computed electronic energy values come out to -37797.808, -31990.657, -22485.629, -31376.937 eV.